# 1
{
  "formula": "C14H21N7",
  "method": "ωB97M-V/def2-TZVPD",
  "gap_ev": 11.50,
  "smiles": "CC#N.CC#N.CC#N.CC#N.CC#N.CC#N.CC#N",
  "multiplicity": 1,
  "energy_ev": -25287.110,
  "de_lowest_kj_mol": 16.01,
  "largest_force_ev_per_a": 1.16,
  "species": ["C", "C", "N", "H", "H", "H", "C", "C", "N", "H", "H", "H", "C", "C", "N", "H", "H", "H", "C", "C", "N", "H", "H", "H", "C", "C", "N", "H", "H", "H", "C", "C", "N", "H", "H", "H", "C", "C", "N", "H", "H", "H"],
  "xyz": [[-13.81474, -1.22648, -2.83040], [-13.05796, -2.10998, -3.71598], [-12.43738, -2.78588, -4.40236], [-13.33681, -1.17926, -1.85623], [-14.82657, -1.61894, -2.70472], [-13.96820, -0.26473, -3.31643], [-21.88680, -1.63603, 1.64000], [-22.84016, -1.94841, 2.72063], [-23.54572, -2.20856, 3.58657], [-21.88105, -2.46775, 0.94019], [-20.91396, -1.54229, 2.11693], [-22.19205, -0.68847, 1.20644], [-15.30341, -7.17313, 1.74352], [-16.20881, -6.08764, 1.38154], [-16.90795, -5.23212, 1.07874], [-15.75632, -8.14019, 1.54342], [-15.05878, -7.10748, 2.80285], [-14.38166, -7.04756, 1.17740], [-19.31705, 2.02765, 3.03766], [-20.76327, 1.80320, 2.95756], [-21.88950, 1.59453, 2.89902], [-19.11797, 3.04700, 2.69738], [-18.77726, 1.37555, 2.35612], [-18.97144, 1.94895, 4.06404], [-14.20075, -4.61797, -1.02615], [-14.26532, -3.52742, -0.05794], [-14.28423, -2.71601, 0.75243], [-13.68109, -5.40827, -0.48580], [-13.71109, -4.32467, -1.95288], [-15.20126, -4.94606, -1.30662], [-22.07921, -0.49609, -1.89530], [-20.94516, -1.26585, -2.37579], [-20.03284, -1.85540, -2.74692], [-21.74791, 0.28671, -1.20521], [-22.76391, -1.10077, -1.30516], [-22.58971, 0.03317, -2.69603], [-17.31345, -1.88858, -0.87718], [-18.20548, -0.99576, -0.10696], [-18.92123, -0.34887, 0.51695], [-17.59696, -2.88784, -0.54153], [-16.26441, -1.70600, -0.67979], [-17.56911, -1.80006, -1.93056]],
  "forces_ev_per_angstrom": [[-0.551, -0.352, -0.368], [-0.069, 0.274, 0.192], [0.052, -0.207, -0.089], [0.031, 0.312, -0.006], [0.115, -0.188, 0.091], [0.398, 0.171, 0.233], [-0.540, -0.216, 0.999], [0.223, -0.025, -0.209], [-0.099, -0.021, 0.002], [0.068, 0.144, -0.208], [0.139, 0.141, -0.302], [0.223, -0.011, -0.212], [0.085, 0.280, 0.160], [0.001, -0.227, 0.071], [-0.112, 0.168, -0.128], [0.020, -0.005, -0.099], [-0.036, -0.009, -0.005], [0.007, -0.214, -0.014], [-0.226, 0.682, -0.300], [0.444, -0.266, 0.035], [-0.111, 0.035, -0.081], [-0.021, -0.002, 0.108], [-0.119, -0.300, 0.155], [0.028, -0.201, 0.010], [-0.293, 0.121, 0.195], [-0.061, 0.044, -0.195], [0.015, 0.185, -0.033], [0.114, -0.256, -0.533], [0.377, -0.033, 0.190], [-0.056, -0.039, 0.270], [-0.066, 0.670, 0.601], [0.083, 0.014, -0.014], [-0.072, 0.006, 0.004], [0.304, -0.142, -0.094], [-0.106, -0.214, -0.321], [-0.096, -0.320, -0.169], [-1.068, 0.089, 0.374], [0.498, -0.120, -0.193], [0.065, 0.017, -0.109], [0.326, -0.153, -0.116], [0.014, 0.133, 0.155], [0.070, 0.034, -0.046]]
}

---

# 2
{
  "formula": "C31H30BrCaN3S",
  "method": "ωB97M-V/def2-TZVPD",
  "gap_ev": 7.17,
  "multiplicity": 1,
  "energy_ev": -136423.070,
  "de_lowest_kj_mol": 64.88,
  "largest_force_ev_per_a": 1.77,
  "species": ["Ca", "C", "C", "C", "C", "C", "C", "C", "C", "N", "C", "C", "C", "C", "N", "C", "C", "C", "C", "C", "C", "C", "C", "H", "H", "H", "H", "H", "H", "H", "H", "H", "H", "H", "H", "H", "H", "H", "H", "H", "H", "H", "H", "H", "H", "H", "H", "Br", "C", "C", "C", "C", "C", "C", "C", "C", "C", "C", "H", "H", "H", "H", "H", "H", "S", "C", "N"],
  "xyz": [[-0.25127, -1.30728, -0.10831], [1.40765, -1.44462, -3.74788], [2.42694, -2.00701, -2.77973], [3.17831, -3.11718, -3.15209], [4.08797, -3.69232, -2.28231], [4.26444, -3.16185, -1.01132], [3.53069, -2.06020, -0.59131], [3.71493, -1.48920, 0.79860], [2.61823, -1.49888, -1.49130], [1.77633, -0.41519, -1.01271], [2.07088, 0.80126, -1.23025], [3.29189, 1.29094, -1.94248], [1.06126, 1.84612, -0.77476], [1.59277, 3.18988, -0.35930], [-0.16363, 1.50741, -0.82920], [-1.18370, 2.48005, -0.53827], [-1.78515, 3.08987, -1.64321], [-1.30112, 2.78209, -3.04043], [-2.83244, 3.97180, -1.41762], [-3.28267, 4.22897, -0.12620], [-2.67872, 3.59699, 0.94661], [-1.61922, 2.70625, 0.76409], [-1.00216, 2.01653, 1.96253], [1.83161, -1.38593, -4.75196], [1.06308, -0.44856, -3.47653], [0.53441, -2.10228, -3.80669], [3.01561, -3.54914, -4.13678], [4.65077, -4.56762, -2.58908], [4.97096, -3.61750, -0.32356], [4.35230, -2.13955, 1.39832], [2.76982, -1.37539, 1.33332], [4.18059, -0.49898, 0.77473], [3.83841, 0.46844, -2.39249], [3.95043, 1.81269, -1.24015], [3.00929, 2.01089, -2.71540], [2.37056, 3.06145, 0.39854], [0.80082, 3.81403, 0.04213], [2.05197, 3.70649, -1.20750], [-1.28273, 1.70478, -3.22715], [-0.28302, 3.14983, -3.20883], [-1.94751, 3.24908, -3.78334], [-3.30913, 4.45013, -2.26745], [-4.11148, 4.90975, 0.03687], [-3.03672, 3.77704, 1.95728], [-1.75604, 1.47131, 2.53436], [-0.54850, 2.75004, 2.63424], [-0.23836, 1.29203, 1.70112], [-2.98011, -0.55669, -0.20932], [-3.33732, -0.93531, 1.65025], [-4.65128, -0.83971, 1.98258], [-5.03837, -1.07815, 3.32137], [-4.08941, -1.38346, 4.25017], [-2.71673, -1.47510, 3.89386], [-1.74330, -1.77664, 4.88336], [-0.42674, -1.85983, 4.54806], [-0.02836, -1.65298, 3.20215], [-0.89018, -1.36804, 2.16619], [-2.28081, -1.26245, 2.55306], [-5.39056, -0.58968, 1.23149], [-6.08594, -1.01520, 3.59264], [-4.36919, -1.56582, 5.28461], [-2.07323, -1.93565, 5.90586], [0.31491, -2.08825, 5.30855], [1.03970, -1.74968, 2.99969], [-0.27425, -4.98621, -3.34696], [-0.37263, -3.96344, -2.08852], [-0.40550, -3.17521, -1.20622]],
  "forces_ev_per_angstrom": [[0.111, 0.766, -0.116], [0.102, -0.084, 0.073], [-0.215, 0.104, 0.014], [-0.007, -0.086, -0.112], [0.032, -0.025, 0.036], [0.034, -0.064, 0.006], [-0.057, 0.069, 0.119], [0.036, -0.027, -0.145], [-0.082, 0.412, 0.096], [0.720, -0.145, -0.309], [-0.271, 0.006, 0.103], [0.017, 0.123, 0.041], [0.044, -0.106, -0.124], [0.084, -0.077, -0.077], [0.165, 0.058, 0.230], [0.156, -0.369, -0.086], [0.013, 0.025, -0.120], [-0.019, 0.041, 0.065], [-0.061, 0.030, 0.024], [0.047, -0.048, -0.079], [0.006, -0.038, 0.083], [0.028, -0.067, 0.190], [-0.129, 0.261, -0.050], [0.011, -0.021, 0.045], [0.002, 0.048, 0.057], [0.089, 0.006, 0.051], [0.036, 0.071, 0.147], [-0.051, 0.092, 0.037], [-0.061, 0.045, -0.074], [-0.022, 0.023, -0.067], [-0.065, -0.022, -0.032], [-0.016, -0.039, -0.040], [0.026, -0.048, -0.016], [-0.060, -0.026, -0.058], [0.035, -0.051, 0.030], [-0.038, 0.003, -0.031], [-0.028, 0.022, 0.012], [-0.035, -0.055, 0.047], [-0.021, 0.050, 0.038], [-0.066, -0.015, 0.040], [0.012, -0.012, 0.042], [0.027, -0.020, 0.069], [0.087, -0.060, -0.017], [0.039, -0.009, -0.111], [-0.004, 0.069, -0.057], [-0.017, 0.009, -0.016], [0.047, -0.039, -0.074], [-0.278, 0.029, 0.121], [0.172, 0.007, -0.064], [-0.219, -0.030, 0.227], [-0.018, 0.028, -0.095], [0.098, -0.026, 0.013], [0.043, 0.006, 0.103], [-0.099, 0.011, 0.038], [0.023, 0.042, -0.054], [0.105, -0.104, 0.091], [-0.669, 0.128, 0.577], [0.048, -0.032, -0.030], [0.043, -0.015, 0.077], [0.072, 0.005, -0.016], [0.039, 0.021, -0.107], [0.020, 0.004, -0.075], [-0.052, 0.019, -0.076], [-0.027, -0.005, 0.022], [-0.054, 0.210, 0.324], [0.145, 0.306, 0.137], [-0.075, -1.385, -1.094]]
}

---

# 3
{
  "formula": "C23H32F4MoN7SSb",
  "method": "ωB97M-V/def2-TZVPD",
  "gap_ev": [6.57, 5.40],
  "multiplicity": 3,
  "total_charge": 2,
  "energy_ev": -64878.743,
  "largest_force_ev_per_a": 2.72,
  "species": ["Mo", "C", "N", "C", "C", "C", "N", "C", "C", "F", "C", "F", "C", "C", "F", "C", "F", "H", "H", "H", "H", "H", "H", "H", "H", "H", "H", "H", "S", "C", "N", "C", "C", "N", "H", "H", "H", "H", "H", "H", "C", "C", "Sb", "C", "C", "C", "C", "H", "H", "H", "H", "H", "H", "H", "H", "H", "H", "H", "H", "H", "H", "H", "N", "C", "C", "C", "N", "C", "N"],
  "xyz": [[0.27518, 1.06005, 0.30332], [0.68924, 3.68729, 2.11814], [1.46618, 2.62496, 1.42410], [2.32649, 1.92689, 2.43023], [2.32579, 3.29642, 0.39837], [2.95198, 2.26358, -0.53312], [2.18173, 0.98729, -0.45670], [2.87715, -0.14806, -0.81433], [2.60602, -1.29699, -0.05288], [1.72089, -1.20206, 0.93741], [3.26052, -2.47540, -0.26330], [2.96993, -3.51635, 0.49778], [4.21709, -2.56304, -1.26130], [4.49129, -1.44635, -2.03247], [5.37355, -1.51300, -3.01287], [3.84260, -0.24915, -1.82190], [4.08681, 0.76509, -2.62602], [1.36482, 4.48368, 2.43470], [0.21130, 3.27406, 3.00107], [-0.05575, 4.09431, 1.44125], [2.91447, 2.65558, 2.99172], [3.00617, 1.23345, 1.94418], [1.69659, 1.37537, 3.12243], [3.10748, 3.87352, 0.89165], [1.69622, 3.98132, -0.14735], [3.98471, 2.06649, -0.27014], [2.93971, 2.62731, -1.55473], [4.74517, -3.49436, -1.43848], [-0.42630, 2.54268, -1.16989], [-1.11559, 1.36344, 1.86624], [-1.31057, 0.92005, 3.18002], [-2.40507, -0.05268, 3.43158], [-3.82306, 0.35132, 2.96359], [-2.39572, 2.26457, 1.32146], [-1.24134, 1.64699, 3.87415], [-2.44688, -0.21166, 4.50479], [-2.13217, -1.00022, 2.97307], [-4.09858, 1.33179, 3.34170], [-4.53044, -0.37173, 3.36463], [-3.01440, 2.87035, 1.85382], [-2.40952, 0.25420, -3.33228], [-2.23784, -1.00676, -2.48165], [-0.35251, -1.11331, -1.49738], [0.84505, -1.55684, -3.20600], [0.49151, -2.93975, -3.78332], [-0.32386, -2.98790, -0.46245], [-0.75280, -2.96100, 1.01015], [-3.37913, 0.22943, -3.83404], [-1.64734, 0.33965, -4.10654], [-2.37670, 1.16138, -2.73424], [-2.24505, -1.90755, -3.09398], [-3.01728, -1.11833, -1.73554], [1.89345, -1.51177, -2.92092], [0.65499, -0.75645, -3.92078], [0.64827, -3.74120, -3.05643], [1.12565, -3.15678, -4.64511], [-0.54370, -2.99338, -4.12875], [0.69582, -3.35716, -0.57396], [-0.97857, -3.63405, -1.04801], [-0.22426, -2.20937, 1.58789], [-0.53472, -3.92744, 1.46880], [-1.82090, -2.78695, 1.10888], [-1.56821, 0.33344, 0.89451], [-2.73212, 1.04335, 0.97044], [-4.02671, 0.37343, 1.39045], [-4.09907, -1.01017, 0.86546], [-4.13341, -2.08399, 0.45342], [-5.19650, 1.17475, 0.99652], [-6.08778, 1.82375, 0.65895]],
  "forces_ev_per_angstrom": [[-1.950, 1.357, -1.316], [0.192, -0.094, -0.146], [0.475, 0.004, -0.006], [-0.179, 0.302, -0.130], [-0.088, -0.392, 0.302], [-0.473, -0.350, 0.119], [1.800, 0.183, -0.624], [-0.584, 0.516, 0.594], [0.214, -0.048, -0.345], [-0.245, 0.233, 0.589], [0.140, -0.213, -0.044], [0.053, -0.124, 0.060], [0.183, -0.169, -0.140], [0.199, -0.257, -0.120], [-0.021, -0.047, 0.049], [0.146, 0.061, 0.010], [0.010, 0.276, -0.056], [0.028, 0.023, 0.027], [-0.013, -0.041, 0.021], [-0.052, -0.003, -0.060], [0.007, 0.026, -0.008], [0.043, -0.047, -0.085], [-0.101, -0.052, 0.066], [0.068, 0.048, 0.085], [-0.198, 0.158, -0.144], [0.201, -0.141, 0.051], [-0.026, 0.058, -0.241], [-0.042, 0.076, 0.004], [0.744, -1.185, 1.315], [-0.338, -0.487, 0.168], [-0.042, 0.056, -0.443], [0.023, 0.262, -0.140], [0.070, -0.145, -0.107], [0.096, 0.167, -0.279], [0.081, 0.059, 0.137], [0.017, 0.031, 0.071], [0.073, -0.080, -0.030], [-0.045, 0.112, 0.047], [-0.042, -0.029, 0.004], [-0.116, -0.073, 0.048], [-0.160, -0.222, 0.019], [0.138, 0.204, -0.011], [-0.038, 0.372, 0.039], [-0.136, -0.300, -0.022], [0.092, 0.153, 0.006], [-0.180, 0.156, 0.191], [0.024, -0.250, -0.222], [0.062, -0.017, 0.004], [0.044, -0.020, 0.000], [0.005, 0.064, 0.074], [-0.110, -0.043, -0.034], [-0.115, -0.007, 0.060], [0.026, -0.013, -0.064], [0.065, -0.004, -0.062], [-0.014, 0.088, -0.049], [-0.032, 0.032, 0.032], [0.090, 0.033, 0.057], [-0.043, -0.086, -0.013], [0.048, -0.088, 0.025], [0.029, 0.085, 0.059], [-0.029, 0.012, -0.036], [-0.032, 0.023, -0.039], [-0.474, -0.004, 0.281], [0.136, -0.252, 0.343], [0.120, -0.268, -0.081], [-0.053, -0.059, -0.191], [0.051, 0.566, 0.247], [-0.517, 0.238, -0.243], [0.698, -0.421, 0.329]]
}